(1)
C3H5N in the gas phase in a non-equilibrium geometry, computed with the ωB97M-V functional and the def2-TZVPD basis.

Calculated values
Orbital gap ... 12.29 eV
Spin multiplicity ... 1
Energy above the lowest of the compared OMol25 structures with the same formula, charge and spin ... 1.9446 eV
Energy ... -171.9836 Eh
Net charge ... 0
HOMO energy ... -11.723 eV

Atoms and positions in Å:
C1 1.050 0.098 0.096
C2 -0.272 -0.722 -0.184
C3 -1.624 0.558 0.183
N1 -2.448 1.351 0.250
H1 0.853 1.146 0.471
H2 1.809 -0.341 0.760
H3 1.588 0.092 -0.878
H4 -0.516 -1.466 0.552
H5 -0.440 -0.715 -1.251

---

(2)
40 unconnected molecules or ions with the total composition H80O40 in a non-equilibrium geometry, computed with the ωB97M-V functional and the def2-TZVPD basis.

Calculated values
Orbital gap (spin up / spin down) ... 9.01 / 3.06 eV
Spin multiplicity ... 2
Energy above the lowest of the compared OMol25 structures with the same formula, charge and spin ... 7.0160 eV
Energy ... -3057.0445 Eh
Net charge ... +1
⟨S²⟩ ... 0.7579
HOMO energy (spin up / spin down) ... -12.551 / -12.551 eV

Atoms and positions in Å:
H1 2.892 2.813 0.788
H2 1.964 3.782 1.115
O1 2.912 3.628 1.299
H3 -3.858 -2.276 0.795
H4 -4.114 -1.393 2.014
O2 -4.508 -2.050 1.440
H5 0.065 3.118 3.789
H6 0.580 4.177 5.038
O3 0.094 3.367 4.747
H7 -0.497 0.092 -1.939
H8 0.410 1.276 -2.246
O4 -0.510 1.101 -2.010
H9 5.138 2.065 2.071
H10 5.876 1.489 0.938
O5 5.980 1.610 1.898
H11 -1.492 1.568 -0.357
O6 -1.648 1.066 0.422
H12 -0.024 -2.777 5.123
O7 -0.210 -3.600 4.723
H13 -4.105 1.013 3.442
H14 -3.146 0.123 4.072
O8 -4.061 0.084 3.738
H15 -1.133 5.844 -1.031
H16 0.358 6.253 -1.014
O9 -0.329 5.869 -1.587
H17 -2.608 -0.567 5.848
H18 -1.320 -0.477 5.074
O10 -2.046 -1.093 5.220
H19 -3.724 0.488 1.530
H20 -4.070 -0.688 0.549
O11 -4.325 0.176 0.868
H21 0.673 1.873 -0.651
O12 1.231 1.225 -0.246
H22 2.810 -3.439 1.447
H23 1.322 -3.664 2.238
O13 1.906 -3.142 1.600
H24 3.298 4.678 3.710
H25 2.686 3.406 3.075
O14 2.617 4.017 3.829
H26 1.064 -0.619 2.809
H27 1.366 -0.986 1.445
O15 1.364 -0.157 2.013
H28 -2.421 1.070 -3.079
H29 -2.655 2.554 -3.711
O16 -2.967 1.672 -3.590
H30 2.764 5.008 -1.976
H31 3.409 3.823 -2.855
O17 3.529 4.450 -2.144
H32 0.641 -3.638 -0.057
H33 0.221 -2.870 -1.184
O18 0.555 -3.756 -1.024
H34 0.080 -5.090 -3.925
O19 -0.842 -4.995 -4.169
H35 -3.175 -2.851 -2.699
H36 -2.543 -2.994 -4.077
O20 -3.171 -2.463 -3.590
H37 5.198 3.474 -1.107
O21 4.920 2.586 -0.771
H38 4.406 -3.155 -2.267
H39 5.440 -3.684 -1.388
O22 4.850 -3.979 -2.100
H40 0.904 -5.870 -1.110
H41 -0.124 -6.833 -1.008
O23 0.793 -6.739 -0.668
H42 -2.643 -3.388 2.665
H43 -3.887 -3.970 3.426
O24 -3.139 -4.198 2.868
H44 1.143 -0.125 5.784
H45 1.689 0.052 4.384
O25 0.877 -0.183 4.864
H46 1.443 -0.868 -3.904
H47 1.796 0.415 -4.750
O26 1.074 -0.173 -4.448
H48 1.456 -4.306 -2.470
H49 1.812 -3.382 -3.681
O27 2.114 -4.136 -3.205
H50 -3.329 2.815 0.406
H51 -3.617 2.802 -1.160
O28 -2.999 3.027 -0.455
H52 -1.294 -2.186 -2.928
H53 -0.665 -1.136 -3.865
O29 -0.748 -1.373 -2.928
H54 -3.313 5.040 -1.564
H55 -3.140 5.360 -0.066
O30 -3.077 5.714 -0.952
H56 0.308 4.471 -1.785
H57 0.105 3.204 -2.765
O31 0.778 3.671 -2.222
H58 -0.941 -4.798 2.014
O32 -0.635 -3.916 1.669
H59 -3.550 -0.451 -1.228
H60 -2.126 -0.761 -1.685
O33 -2.709 -0.736 -0.903
H61 -1.307 -5.322 -3.349
H62 -1.599 0.119 0.207
H63 4.039 2.662 -1.129
H64 0.438 -4.271 4.800
H65 1.105 1.197 0.724
H66 -1.136 -3.286 2.168
O34 -2.124 -1.702 2.554
H67 -1.213 -1.347 2.551
H68 -2.074 -1.466 3.531
O35 -0.556 3.807 -4.388
H69 -0.655 4.742 -4.155
H70 -0.284 3.995 -5.300
O36 -0.465 0.801 -6.696
H71 -0.085 0.890 -5.825
H72 -1.051 0.032 -6.696
O37 -2.128 -4.528 -1.860
H73 -1.902 -4.005 -1.111
H74 -2.612 -5.274 -1.472
O38 -0.530 5.392 2.786
H75 -0.792 4.505 2.534
H76 0.238 5.113 3.325
O39 4.071 -0.395 -1.295
H77 3.210 -0.120 -1.060
H78 4.561 0.171 -1.916
O40 3.571 -0.903 3.805
H79 3.464 -1.833 3.594
H80 4.346 -0.457 3.429

---

(3)
A molecular structure, OS3, computed with the ωB97M-V functional and the def2-TZVPD basis.

Calculated values
Orbital gap ... 4.85 eV
Spin multiplicity ... 1
Energy above the lowest of the compared OMol25 structures with the same formula, charge and spin ... 2.7719 eV
Energy ... -1269.6612 Eh
Net charge ... 0
HOMO energy ... -8.000 eV

Atoms and positions in Å:
O1 -0.781 1.291 -0.079
S1 0.520 1.193 -0.817
S2 -0.007 -1.358 -0.480
S3 0.269 -1.126 1.376